Record 1
This record from the Open Molecules 2025 dataset describes C28H29N9O6OsS3 as an isolated structure. The level of theory is ωB97M-V with the def2-TZVPD basis set.

As for the spin multiplicity: 1. For the HOMO energy, the calculation gives -7.572 eV. As for the net charge: 0. The value obtained for the energy above the lowest of the compared OMol25 structures with the same formula, charge and spin is 0.0 kJ/mol. Its total energy is -90173.662 eV. For the HOMO-LUMO gap, the calculation gives 5.242 eV.

Atoms and positions in Å:
Os  -0.031  1.236  -0.798
O  -5.828  -4.457  -3.622
S  -5.649  -5.259  -2.408
O  -5.779  -4.456  -1.198
O  -6.293  -6.538  -2.393
C  -3.861  -5.567  -2.534
N  -3.408  -6.665  -3.130
C  -2.097  -6.734  -3.326
C  -1.221  -5.716  -2.964
C  -1.802  -4.631  -2.335
N  -3.109  -4.562  -2.105
C  -1.107  -3.395  -1.897
C  -0.141  -2.747  -2.649
C  0.226  -1.457  -2.307
N  -0.296  -0.821  -1.253
C  -1.148  -1.495  -0.456
C  -1.579  -2.761  -0.747
H  -1.729  -7.637  -3.799
H  -0.157  -5.791  -3.142
H  0.272  -3.196  -3.542
H  0.918  -0.900  -2.924
H  -1.505  -0.956  0.411
H  -2.320  -3.247  -0.128
O  9.297  -1.871  0.020
S  8.357  -2.681  -0.729
O  7.188  -3.112  0.012
O  8.933  -3.673  -1.607
C  7.678  -1.443  -1.885
N  8.436  -1.017  -2.904
C  7.910  -0.109  -3.703
C  6.625  0.406  -3.531
C  5.933  -0.093  -2.444
N  6.455  -1.002  -1.631
C  4.550  0.300  -2.072
C  3.762  1.181  -2.809
C  2.480  1.459  -2.392
N  1.947  0.885  -1.299
C  2.705  0.036  -0.573
C  3.996  -0.265  -0.918
H  8.531  0.233  -4.525
H  6.226  1.145  -4.211
H  4.133  1.659  -3.704
H  1.846  2.154  -2.925
H  2.230  -0.409  0.290
H  4.597  -0.952  -0.334
C  -1.290  3.358  2.194
C  -0.179  2.319  2.050
C  -0.575  0.987  2.678
C  1.139  2.836  2.631
N  0.049  2.121  0.628
H  -1.460  3.562  3.251
H  -2.219  2.992  1.755
H  -1.013  4.288  1.699
H  -0.725  1.118  3.749
H  0.203  0.237  2.529
H  -1.510  0.621  2.248
H  1.011  3.028  3.696
H  1.437  3.763  2.143
H  1.935  2.101  2.506
C  -5.892  -1.352  -0.389
C  -4.853  -1.082  -1.418
C  -4.689  -1.822  -2.561
C  -3.641  -1.500  -3.419
N  -2.800  -0.471  -3.171
C  -2.994  0.242  -2.096
S  -2.024  1.705  -1.790
N  -3.994  -0.047  -1.230
C  -3.407  -2.291  -4.657
H  -6.264  -2.367  -0.530
H  -6.713  -0.639  -0.489
H  -5.477  -1.259  0.616
H  -5.333  -2.669  -2.779
H  -4.095  0.542  -0.413
H  -4.049  -3.170  -4.681
H  -2.355  -2.574  -4.719
H  -3.617  -1.661  -5.524

***

Record 2
This record from the Open Molecules 2025 dataset describes a 15-piece molecular cluster, C90H225N15 overall. The level of theory is ωB97M-V with the def2-TZVPD basis set.

As for the spin multiplicity: 1. For the HOMO energy, the calculation gives -7.912 eV. As for the net charge: 0. The value obtained for the energy above the lowest of the compared OMol25 structures with the same formula, charge and spin is 885.4 kJ/mol. Its total energy is -119320.137 eV. For the HOMO-LUMO gap, the calculation gives 8.473 eV.

Atoms and positions in Å:
C  16.471  36.087  -29.057
C  17.056  34.672  -28.693
N  18.426  34.481  -29.187
C  19.354  35.474  -28.648
C  20.743  34.872  -28.472
C  18.466  34.268  -30.612
C  17.759  32.998  -31.061
H  16.923  36.818  -28.387
H  15.401  36.159  -28.863
H  16.556  36.378  -30.104
H  16.877  34.629  -27.618
H  16.334  34.000  -29.158
H  19.389  36.437  -29.159
H  19.059  35.770  -27.642
H  20.783  33.879  -28.026
H  21.251  34.845  -29.437
H  21.389  35.519  -27.879
H  19.515  34.109  -30.858
H  18.101  35.077  -31.246
H  17.882  32.281  -30.250
H  18.182  32.556  -31.963
H  16.688  33.126  -31.221
C  11.406  35.532  -24.374
C  12.271  36.330  -25.396
N  11.650  37.498  -26.029
C  10.339  37.235  -26.589
C  10.330  36.302  -27.828
C  12.600  38.122  -26.957
C  12.137  39.435  -27.482
H  10.525  35.077  -24.826
H  11.161  36.255  -23.597
H  11.896  34.652  -23.958
H  13.243  36.640  -25.012
H  12.650  35.610  -26.121
H  9.743  36.735  -25.825
H  9.828  38.197  -26.614
H  10.805  35.395  -27.453
H  9.296  36.071  -28.085
H  10.791  36.812  -28.674
H  12.738  37.518  -27.854
H  13.574  38.174  -26.470
H  11.908  40.208  -26.748
H  11.256  39.303  -28.110
H  12.803  39.959  -28.169
C  16.626  29.960  -32.927
C  16.472  29.798  -34.491
N  17.483  30.633  -35.231
C  17.206  32.024  -35.265
C  15.868  32.202  -36.026
C  18.855  30.360  -34.928
C  19.763  30.705  -36.075
H  16.220  30.954  -32.744
H  17.601  29.910  -32.443
H  16.064  29.189  -32.399
H  16.599  28.745  -34.743
H  15.433  30.060  -34.691
H  17.196  32.522  -34.295
H  17.948  32.662  -35.745
H  15.810  33.286  -36.125
H  15.976  31.818  -37.040
H  14.913  31.945  -35.568
H  18.757  29.302  -34.684
H  19.137  30.766  -33.956
H  19.557  30.081  -36.945
H  20.809  30.507  -35.840
H  19.659  31.766  -36.303
C  15.831  39.854  -23.513
C  16.490  40.930  -22.630
N  17.453  40.395  -21.677
C  16.831  39.540  -20.669
C  17.609  39.505  -19.371
C  18.562  39.611  -22.268
C  19.480  40.522  -23.100
H  16.556  39.503  -24.247
H  15.006  40.145  -24.162
H  15.532  38.996  -22.910
H  16.986  41.701  -23.220
H  15.704  41.477  -22.108
H  16.903  38.493  -20.960
H  15.799  39.850  -20.501
H  17.037  38.898  -18.669
H  17.553  40.542  -19.039
H  18.580  39.014  -19.432
H  19.160  39.121  -21.500
H  18.132  38.811  -22.871
H  19.024  40.844  -24.037
H  19.800  41.345  -22.461
H  20.426  40.079  -23.411
C  18.008  36.211  -24.358
C  18.317  36.000  -22.912
N  17.948  34.621  -22.443
C  18.446  33.485  -23.324
C  19.896  33.450  -23.568
C  18.258  34.639  -21.028
C  17.767  33.383  -20.330
H  17.014  35.806  -24.545
H  18.767  35.748  -24.989
H  18.037  37.284  -24.545
H  19.385  36.170  -22.775
H  17.772  36.794  -22.402
H  18.218  32.479  -22.974
H  17.925  33.546  -24.280
H  20.148  32.511  -24.060
H  20.143  34.264  -24.249
H  20.525  33.532  -22.681
H  17.711  35.437  -20.525
H  19.301  34.817  -20.766
H  16.679  33.403  -20.391
H  18.098  33.405  -19.291
H  18.067  32.458  -20.822
C  21.455  31.774  -31.682
C  20.627  31.037  -30.684
N  21.245  29.743  -30.297
C  20.821  29.388  -28.875
C  21.574  30.326  -27.912
C  20.834  28.764  -31.341
C  21.550  27.490  -31.079
H  21.205  32.835  -31.717
H  21.184  31.503  -32.703
H  22.516  31.544  -31.584
H  20.443  31.689  -29.830
H  19.598  30.934  -31.030
H  19.737  29.336  -28.773
H  21.254  28.405  -28.690
H  22.595  30.684  -28.048
H  21.030  31.268  -27.971
H  21.510  29.980  -26.880
H  21.032  29.198  -32.321
H  19.771  28.536  -31.266
H  22.629  27.606  -30.977
H  21.377  26.776  -31.883
H  21.230  27.008  -30.155
C  15.139  41.910  -28.698
C  16.379  41.122  -29.235
N  16.886  41.921  -30.339
C  17.625  41.131  -31.390
C  18.877  40.456  -30.814
C  17.468  43.269  -29.992
C  17.411  44.229  -31.230
H  15.382  42.675  -27.960
H  14.464  41.210  -28.206
H  14.693  42.383  -29.573
H  17.140  40.875  -28.494
H  15.908  40.214  -29.610
H  16.998  40.549  -32.065
H  17.946  41.840  -32.153
H  18.568  39.438  -30.574
H  19.598  40.345  -31.625
H  19.345  40.921  -29.947
H  18.513  43.209  -29.688
H  16.881  43.697  -29.180
H  16.363  44.349  -31.505
H  18.030  43.862  -32.048
H  17.714  45.236  -30.941
C  15.124  24.871  -27.188
C  15.928  25.311  -28.418
N  17.164  26.107  -28.156
C  18.139  25.189  -27.485
C  19.290  25.904  -26.961
C  17.654  26.704  -29.471
C  16.811  27.963  -29.806
H  14.856  25.626  -26.448
H  15.488  23.987  -26.665
H  14.117  24.537  -27.439
H  16.162  24.426  -29.010
H  15.198  25.800  -29.063
H  18.530  24.471  -28.205
H  17.611  24.700  -26.666
H  19.904  26.413  -27.704
H  20.001  25.266  -26.435
H  18.975  26.763  -26.369
H  18.685  27.055  -29.425
H  17.596  25.915  -30.220
H  17.373  28.775  -30.266
H  15.923  27.747  -30.400
H  16.603  28.463  -28.860
C  9.503  28.827  -33.336
C  10.909  28.428  -33.246
N  11.911  29.512  -33.093
C  12.461  30.106  -34.306
C  11.395  30.854  -35.067
C  13.095  29.021  -32.394
C  12.955  29.338  -30.869
H  9.439  29.871  -33.642
H  9.145  28.835  -32.307
H  8.850  28.148  -33.884
H  10.957  27.858  -32.317
H  11.234  27.859  -34.117
H  13.291  30.758  -34.035
H  12.859  29.420  -35.054
H  11.866  31.377  -35.899
H  10.642  30.217  -35.531
H  10.923  31.507  -34.333
H  14.080  29.277  -32.783
H  13.168  27.980  -32.709
H  13.295  30.328  -30.568
H  13.491  28.617  -30.252
H  11.889  29.165  -30.720
C  23.667  34.218  -25.486
C  23.600  35.757  -25.248
N  22.640  36.006  -24.171
C  22.126  37.339  -24.284
C  21.369  37.708  -25.612
C  23.085  35.703  -22.790
C  24.139  36.654  -22.141
H  22.725  33.842  -25.885
H  23.939  33.676  -24.580
H  24.451  33.951  -26.194
H  24.628  36.115  -25.191
H  23.182  36.143  -26.177
H  21.391  37.430  -23.485
H  22.926  38.078  -24.231
H  20.899  36.822  -26.040
H  20.577  38.448  -25.501
H  22.028  38.137  -26.368
H  23.621  34.761  -22.902
H  22.272  35.613  -22.070
H  23.709  37.630  -21.916
H  25.110  36.785  -22.619
H  24.404  36.226  -21.174
C  26.727  35.979  -27.911
C  27.654  35.563  -29.082
N  28.242  34.214  -28.994
C  29.302  34.128  -30.064
C  30.151  32.903  -29.979
C  27.319  33.116  -29.024
C  26.524  32.944  -30.291
H  25.733  35.544  -28.013
H  26.713  37.069  -27.920
H  27.081  35.580  -26.960
H  27.037  35.574  -29.981
H  28.451  36.307  -29.064
H  28.764  34.209  -31.008
H  29.948  34.998  -29.942
H  29.632  31.945  -29.967
H  30.883  32.807  -30.781
H  30.870  32.911  -29.160
H  26.620  33.307  -28.210
H  27.823  32.206  -28.696
H  27.191  32.310  -30.875
H  26.327  33.877  -30.821
H  25.652  32.317  -30.107
C  14.975  30.144  -26.631
C  15.755  31.436  -26.294
N  16.462  31.446  -25.000
C  15.541  31.696  -23.831
C  14.592  32.910  -23.958
C  17.232  30.277  -24.705
C  18.553  30.159  -25.541
H  14.298  29.832  -25.835
H  15.607  29.285  -26.860
H  14.316  30.230  -27.494
H  16.465  31.499  -27.118
H  15.165  32.349  -26.367
H  16.248  31.818  -23.010
H  14.949  30.790  -23.703
H  15.044  33.842  -24.300
H  14.235  33.038  -22.936
H  13.762  32.644  -24.612
H  17.492  30.343  -23.649
H  16.712  29.320  -24.752
H  18.308  29.968  -26.585
H  19.174  31.050  -25.633
H  19.055  29.292  -25.112
C  23.210  39.174  -33.335
C  23.111  37.672  -32.958
N  23.473  37.504  -31.517
C  24.007  36.135  -31.359
C  23.018  35.057  -31.762
C  22.440  37.966  -30.606
C  22.885  37.970  -29.153
H  22.285  39.723  -33.157
H  23.333  39.337  -34.405
H  23.944  39.797  -32.822
H  22.198  37.146  -33.240
H  24.004  37.337  -33.486
H  24.956  35.989  -31.876
H  24.284  35.919  -30.327
H  22.034  35.305  -31.363
H  22.956  34.980  -32.848
H  23.359  34.098  -31.372
H  21.506  37.416  -30.725
H  22.139  38.980  -30.871
H  22.108  38.468  -28.572
H  23.767  38.590  -28.991
H  23.097  36.968  -28.780
C  17.545  37.758  -32.492
C  17.102  36.631  -33.504
N  17.945  36.601  -34.772
C  19.327  36.199  -34.645
C  19.580  34.702  -34.159
C  17.216  36.086  -35.905
C  15.880  36.810  -36.062
H  16.783  38.012  -31.756
H  17.893  38.678  -32.962
H  18.413  37.392  -31.944
H  17.214  35.643  -33.058
H  16.057  36.902  -33.651
H  19.905  36.325  -35.561
H  19.739  36.860  -33.882
H  18.832  33.984  -34.494
H  20.577  34.518  -34.559
H  19.637  34.586  -33.076
H  17.134  34.999  -35.899
H  17.890  36.226  -36.750
H  15.166  36.237  -35.471
H  15.537  36.723  -37.093
H  15.921  37.869  -35.804
C  13.424  37.243  -31.279
C  13.412  35.771  -30.884
N  12.537  34.912  -31.690
C  12.712  34.831  -33.153
C  13.904  33.904  -33.616
C  12.267  33.637  -31.055
C  11.741  33.659  -29.616
H  13.924  37.944  -30.611
H  12.453  37.681  -31.509
H  13.943  37.340  -32.233
H  14.416  35.349  -30.837
H  13.148  35.736  -29.827
H  11.786  34.502  -33.624
H  12.844  35.743  -33.735
H  14.823  34.386  -33.283
H  13.848  32.890  -33.219
H  13.811  33.726  -34.687
H  13.265  33.199  -31.030
H  11.643  33.000  -31.682
H  12.453  34.034  -28.881
H  11.579  32.592  -29.461
H  10.763  34.117  -29.467

***

Record 3
This record from the Open Molecules 2025 dataset describes a 2-piece molecular cluster, C5H8ClNO overall. The level of theory is ωB97M-V with the def2-TZVPD basis set.

As for the spin multiplicity: 1. For the HOMO energy (alpha / beta), the calculation gives -7.987 / -7.993 eV. As for the net charge: 0. The value obtained for the energy above the lowest of the compared OMol25 structures with the same formula, charge and spin is 480.3 kJ/mol. Its total energy is -21370.328 eV. For the HOMO-LUMO gap (alpha / beta), the calculation gives 7.409 / 7.419 eV.

Atoms and positions in Å:
C  1.527  1.105  -0.131
C  0.648  0.080  -0.272
C  -1.569  -1.334  0.830
C  1.266  -1.283  -0.581
C  -1.188  1.380  0.096
N  -0.677  0.185  -0.480
O  -1.820  -1.130  1.934
Cl  -1.870  -2.551  -0.226
H  1.214  2.055  -0.077
H  2.599  1.019  -0.100
H  1.010  -1.865  0.222
H  2.439  -1.202  -0.649
H  0.650  -1.610  -1.456
H  -2.374  1.279  0.332
H  -0.724  1.548  1.168
H  -1.131  2.323  -0.608